No. 1
53
Properties=species:S:1:pos:R:3:mulliken_charge:R:1 method="wB97M-V/def2-TZVPD" orbital_gap_ev=6.06 total_energy_ha=-3881.03406 charge=+2 de_lowest_kcal_mol=0.0 lumo_ev=-7.85
Hf -7.169 14.680 7.333 0.84
C -4.376 13.089 4.339 -1.37
C -5.404 13.236 5.380 0.72
N -5.574 14.403 6.025 0.97
N -4.803 15.435 5.676 -1.12
C -5.139 16.514 6.336 0.63
O -6.206 16.501 7.119 -0.60
C -4.359 17.781 6.241 0.35
C -4.599 18.885 7.079 -0.37
C -3.878 20.079 6.890 -0.56
C -2.834 20.168 5.963 -0.40
C -2.502 19.017 5.258 -0.66
C -3.300 17.867 5.374 -0.19
C -6.319 12.204 5.746 0.50
C -6.304 10.847 5.278 -0.68
C -7.226 9.913 5.804 -0.45
C -8.122 10.335 6.784 -0.65
C -8.035 11.616 7.266 0.08
N -7.274 12.550 6.667 -0.32
H -3.458 13.669 4.687 0.35
H -4.747 13.511 3.381 0.27
H -4.010 12.059 4.264 0.51
H -5.416 18.868 7.772 0.44
H -4.148 20.954 7.530 0.35
H -2.351 21.137 5.786 0.40
H -1.709 18.980 4.505 0.37
H -3.093 17.041 4.707 0.41
H -5.493 10.589 4.584 0.35
H -7.248 8.891 5.439 0.47
H -8.878 9.705 7.345 0.35
H -8.640 11.983 8.094 0.46
C -5.469 13.934 11.824 -0.43
C -6.738 14.453 11.606 -0.82
C -7.157 14.880 10.339 -0.64
C -6.337 14.535 9.244 1.10
C -5.036 14.090 9.470 -0.36
C -4.616 13.748 10.754 -0.68
H -5.190 13.622 12.830 0.40
H -7.343 14.601 12.501 0.39
H -8.132 15.322 10.197 0.56
H -4.312 13.986 8.667 0.38
H -3.624 13.340 10.910 0.42
Br -12.876 14.548 7.974 -0.03
C -11.162 15.063 7.286 -0.29
C -11.010 15.740 6.014 -0.14
C -9.920 16.590 5.817 -0.67
C -8.956 16.658 6.826 -0.34
N -9.019 15.819 7.870 -0.32
C -10.136 15.092 8.180 -0.14
H -11.787 15.514 5.278 0.50
H -9.860 17.225 4.922 0.47
H -8.140 17.403 6.800 0.58
H -10.117 14.648 9.145 0.63


No. 2
60
Properties=species:S:1:pos:R:3:mulliken_spin:R:1 method="wB97M-V/def2-TZVPD" orbital_gap_ev="4.61 / 3.84" total_energy_ha=-5127.33817 multiplicity=3 charge=+2 de_lowest_kcal_mol=17.3 lumo_ev="-7.47 / -8.24"
Ti -0.152 -0.118 -0.084 0.77
O -3.389 -4.729 3.873 0.00
C -2.386 -4.077 4.287 0.00
O -1.871 -3.906 5.367 0.00
C -1.712 -3.319 3.111 0.01
C -0.577 -2.574 3.383 0.00
C -0.032 -1.810 2.374 -0.03
N -0.573 -1.769 1.142 -0.01
C -1.639 -2.535 0.863 -0.03
C -2.235 -3.326 1.825 0.00
C -2.061 -2.438 -0.544 0.04
C -2.945 -3.319 -1.143 0.00
C -3.182 -3.208 -2.502 0.01
C -2.518 -2.226 -3.222 0.00
C -1.667 -1.371 -2.552 0.02
N -1.450 -1.454 -1.232 -0.04
C 1.149 -0.941 2.522 0.06
C 2.040 -1.014 3.582 0.00
C 3.149 -0.187 3.578 0.01
C 3.339 0.691 2.518 0.00
C 2.402 0.715 1.507 0.02
N 1.324 -0.077 1.508 -0.04
H -0.190 -2.605 4.394 0.00
H -3.111 -3.934 1.637 0.00
H -3.417 -4.096 -0.558 0.00
H -3.860 -3.891 -2.995 0.00
H -2.651 -2.123 -4.289 0.00
H -1.134 -0.596 -3.084 0.00
H 1.877 -1.724 4.380 0.00
H 3.868 -0.237 4.385 0.00
H 4.204 1.336 2.471 0.00
H 2.505 1.384 0.661 0.00
Br -2.325 4.550 -4.585 0.00
C -1.728 3.279 -3.364 0.00
C -0.375 2.979 -3.265 0.00
C 0.020 2.023 -2.351 0.04
N -0.839 1.371 -1.553 -0.06
C -2.143 1.670 -1.659 0.02
C -2.630 2.608 -2.545 0.00
H 0.356 3.470 -3.891 0.00
H 1.067 1.766 -2.258 -0.02
H -2.819 1.128 -1.011 0.00
H -3.690 2.807 -2.600 0.00
O 2.240 -0.902 -1.875 0.64
N 1.310 -0.615 -1.227 0.60
C -1.403 4.994 3.578 0.00
N -1.157 3.873 2.683 0.00
C -1.992 2.688 2.589 0.00
C -1.226 1.911 1.554 0.01
O -1.568 0.781 1.123 -0.02
N -0.136 2.550 1.151 0.01
C -0.124 3.721 1.859 0.00
N 0.848 4.607 1.720 0.00
H -2.456 4.996 3.848 0.00
H -1.190 5.936 3.073 0.00
H -0.806 4.915 4.487 0.00
H -3.005 2.919 2.255 0.00
H -2.052 2.138 3.531 0.00
H 1.567 4.446 1.036 0.00
H 0.869 5.465 2.245 0.00


No. 3
52
Properties=species:S:1:pos:R:3:mulliken_charge:R:1 method="wB97M-V/def2-TZVPD" orbital_gap_ev="6.15 / 4.60" total_energy_ha=-3610.25274 charge=-1 de_lowest_kcal_mol=7.3 lumo_ev="2.23 / 1.28"
C 2.513 -3.165 -0.831 -0.59
C 2.466 -2.755 -2.202 -0.52
C 1.099 -2.673 -2.598 -0.51
H 3.321 -2.562 -2.848 0.41
C 0.297 -3.015 -1.472 -0.34
C 1.166 -3.312 -0.385 -0.38
H 0.857 -3.607 0.610 0.50
H 3.404 -3.345 -0.233 0.41
H 0.740 -2.443 -3.602 0.62
H -0.789 -3.088 -1.463 0.38
Ga 0.281 0.464 -2.866 0.70
Cl 2.353 0.911 -2.353 -0.37
C 1.382 1.761 -5.047 -0.70
C 0.139 1.115 -5.383 -0.34
C 0.461 -0.036 -6.172 -0.82
H -0.854 1.511 -5.186 0.55
C 1.872 -0.122 -6.281 -0.35
C 2.439 0.987 -5.595 -0.52
H 3.500 1.208 -5.498 0.37
H 1.472 2.715 -4.538 0.52
H -0.263 -0.702 -6.640 0.40
H 2.433 -0.889 -6.817 0.39
O -0.590 1.971 -1.625 -0.79
C -0.738 1.283 -0.553 -0.29
N -1.208 1.701 0.664 0.07
C -1.040 0.643 1.639 3.39
C -0.791 -0.555 0.686 -0.53
O -0.909 -1.739 1.014 -0.68
N -0.465 -0.049 -0.559 -0.17
C 0.174 0.923 2.538 -0.85
C 1.049 -0.110 2.875 0.33
C 2.193 0.169 3.632 -0.92
C 2.442 1.480 4.052 -0.33
C 1.509 2.497 3.798 -0.92
C 0.350 2.208 3.071 0.04
C -2.255 0.416 2.501 -0.65
C -2.143 0.172 3.875 -0.21
C -3.295 -0.058 4.634 -0.86
C -4.546 -0.064 4.024 -0.39
C -4.653 0.175 2.649 -0.82
C -3.503 0.400 1.886 -0.30
H -1.249 2.688 0.929 0.31
H 0.836 -1.127 2.530 0.49
H 2.890 -0.643 3.857 0.40
H 3.362 1.720 4.581 0.38
H 1.674 3.520 4.141 0.37
H -0.407 2.985 2.919 0.32
H -1.163 0.171 4.352 0.36
H -3.178 -0.223 5.707 0.38
H -5.442 -0.273 4.615 0.36
H -5.628 0.191 2.158 0.37
H -3.565 0.571 0.808 0.34


No. 4
59
Properties=species:S:1:pos:R:3:mulliken_charge:R:1 method="wB97M-V/def2-TZVPD" orbital_gap_ev=6.13 total_energy_ha=-2421.39052 charge=-1 de_lowest_kcal_mol=71.1 lumo_ev=2.43
Pt -0.827 1.196 0.133 0.48
C 4.662 1.232 1.424 -1.08
C 4.263 0.736 0.036 -0.92
N 3.567 -0.545 0.039 0.18
C 4.393 -1.732 -0.124 -0.67
C 4.628 -2.094 -1.586 -1.17
C 2.213 -0.682 0.170 0.51
S 1.373 0.710 0.794 -0.45
N 1.734 -1.868 -0.084 -0.22
C 0.396 -2.118 -0.035 -0.31
O -0.481 -1.269 -0.013 -0.48
C 0.058 -3.581 -0.037 0.03
C -1.273 -3.978 -0.030 0.60
C -1.610 -5.325 -0.006 -0.80
C -0.615 -6.293 0.012 -0.32
C 0.720 -5.903 0.004 -0.66
C 1.056 -4.560 -0.020 -0.16
H 5.190 2.186 1.340 0.37
H 5.315 0.512 1.921 0.39
H 3.772 1.380 2.031 0.26
H 5.157 0.614 -0.581 0.38
H 3.623 1.470 -0.451 0.41
H 3.889 -2.556 0.372 0.38
H 5.345 -1.551 0.384 0.40
H 3.682 -2.381 -2.044 0.28
H 5.328 -2.928 -1.664 0.37
H 5.037 -1.245 -2.140 0.38
H -2.031 -3.186 -0.037 0.90
H -2.654 -5.615 0.000 0.43
H -0.875 -7.345 0.034 0.35
H 1.499 -6.656 0.017 0.38
H 2.093 -4.255 -0.025 0.28
F 2.643 5.290 -0.119 -0.33
C 1.354 4.892 -0.073 0.29
C 1.075 3.545 -0.055 0.13
C -0.244 3.096 -0.010 -0.18
C -1.275 4.062 0.001 -0.59
C -0.924 5.408 -0.005 0.28
F -1.873 6.375 0.038 -0.35
C 0.376 5.858 -0.042 -0.85
C -2.639 3.551 0.010 1.15
C -3.783 4.343 -0.053 -0.71
C -5.038 3.768 -0.038 -0.50
C -5.123 2.393 0.028 -0.96
C -3.950 1.665 0.085 0.71
N -2.727 2.201 0.084 -0.04
H 1.909 2.862 -0.056 0.36
H 0.599 6.915 -0.045 0.48
H -3.690 5.413 -0.115 0.48
H -5.929 4.382 -0.070 0.40
H -6.067 1.868 0.041 0.44
H -4.028 0.608 0.151 0.07
F -2.976 -0.680 -1.083 -0.31
C -3.197 -1.544 0.034 -1.01
F -2.920 -0.719 1.173 -0.33
C -4.646 -1.870 0.063 0.75
F -4.932 -2.658 1.122 -0.31
F -5.621 -0.849 0.150 -0.32
F -4.998 -2.544 -1.052 -0.31